Computed, not measured: a molecular structure, C29H76Ag2N5O12 at a distorted geometry, with wB97M-V/def2-TZVPD.

The geometry in XYZ format:
```
124
Properties=species:S:1:pos:R:3:forces:R:3:mulliken_spin:R:1
Ag 2.218 0.076 -4.805 -0.234 -0.198 0.409 -0.224
Ag 4.697 1.729 0.882 -0.383 -0.027 -0.021 -0.129
C 2.849 3.113 5.670 0.028 -0.136 -0.069 -0.023
O 3.232 2.170 4.741 -0.205 0.433 0.389 0.886
H 2.709 2.770 6.695 0.138 -0.363 -0.028 -0.004
H 3.577 3.924 5.660 0.484 0.157 -0.023 0.076
H 1.954 3.655 5.365 -0.381 -0.098 -0.393 0.065
C 8.750 1.794 -4.790 -0.548 -0.369 -0.599 0.001
C 7.246 1.544 -4.507 3.108 1.240 1.984 -0.068
O 6.800 1.609 -3.347 -0.705 -0.441 -1.512 0.253
O 6.475 1.362 -5.491 -0.937 -0.277 -0.003 0.782
H 9.136 1.020 -5.453 -0.069 -0.064 -0.065 0.004
H 9.397 1.823 -3.913 -0.599 -0.160 0.319 0.014
H 8.903 2.739 -5.311 -0.331 0.054 -0.066 0.000
C -1.001 -0.805 0.723 0.419 1.010 -0.245 0.012
C -0.187 -0.507 -0.561 1.021 -0.311 0.726 -0.081
O -0.677 -0.798 -1.659 -0.703 -0.212 -1.002 0.283
O 0.985 -0.025 -0.513 -0.313 0.079 0.534 0.157
H -1.947 -0.266 0.676 -0.095 -0.089 -0.168 0.001
H -0.447 -0.365 1.552 0.039 -0.274 0.123 0.002
H -1.228 -1.855 0.910 0.260 0.028 -0.288 -0.001
C 5.017 7.570 -1.339 -0.756 0.612 0.559 0.001
C 3.626 7.537 -0.622 0.913 0.454 -0.932 -0.002
C 2.627 8.531 -1.251 1.719 0.619 1.044 0.000
O 3.323 9.779 -0.991 -1.006 -0.204 -1.340 0.000
C 2.733 10.854 -1.698 -0.062 0.832 0.501 0.000
N 3.222 6.162 -0.667 -1.229 -0.800 0.065 0.002
H 5.432 8.578 -1.359 0.074 -0.143 0.160 0.000
H 4.920 7.253 -2.377 -0.192 -0.128 -0.087 0.000
H 5.686 6.871 -0.837 0.034 0.132 0.023 0.000
H 3.700 7.835 0.424 0.339 0.026 0.013 0.000
H 1.654 8.539 -0.759 -0.129 -0.096 0.252 0.000
H 2.447 8.336 -2.308 0.282 0.150 -0.325 0.000
H 2.641 10.737 -2.777 -0.034 -0.594 -0.091 0.000
H 3.323 11.763 -1.577 0.343 -0.207 0.278 0.000
H 1.763 11.099 -1.266 -0.338 -0.125 -0.133 0.000
H 2.961 5.968 -1.623 0.332 -0.315 -0.540 0.000
H 2.309 6.122 -0.239 -0.301 -0.325 0.595 -0.001
C -5.638 -2.814 3.880 -0.311 -0.129 0.723 0.000
C -4.674 -3.074 5.058 1.001 0.127 -1.031 0.000
C -4.507 -1.899 6.022 0.107 0.068 -0.257 0.000
O -3.721 -0.923 5.361 -0.386 1.192 0.289 0.000
C -3.477 0.135 6.287 0.896 -0.024 -0.289 0.000
N -4.932 -4.294 5.771 -0.895 -0.450 1.464 0.000
H -5.193 -2.281 3.040 0.191 -0.068 0.200 0.000
H -6.504 -2.241 4.210 -0.028 0.116 0.098 0.000
H -6.053 -3.758 3.527 0.203 -0.092 -0.140 0.000
H -3.670 -3.210 4.655 0.282 0.566 -0.563 0.000
H -3.968 -2.138 6.939 0.136 -0.753 0.167 0.000
H -5.434 -1.452 6.384 -0.481 -0.070 -0.298 0.000
H -2.885 -0.288 7.099 -0.175 0.098 0.485 0.000
H -4.349 0.669 6.663 -0.451 -0.477 0.042 0.000
H -2.852 0.926 5.871 0.055 -0.290 -0.611 0.000
H -4.942 -5.160 5.252 -0.066 0.331 -0.535 0.000
H -4.201 -4.398 6.460 -0.064 -0.148 0.241 0.000
C -4.864 -4.012 -5.789 0.356 -0.233 -0.396 0.000
C -4.097 -3.196 -6.869 0.201 -0.317 1.971 0.000
C -4.712 -3.586 -8.187 -0.928 1.482 -0.048 0.000
O -4.339 -2.689 -9.224 0.099 -1.426 -0.736 0.000
C -5.108 -2.907 -10.423 -0.256 1.040 0.878 0.000
N -4.203 -1.760 -6.523 -0.253 -0.256 -0.871 0.000
H -5.937 -4.000 -5.981 -0.100 0.052 -0.109 0.000
H -4.739 -3.585 -4.794 0.340 -0.176 -0.016 0.000
H -4.540 -5.052 -5.820 -0.062 -0.109 0.294 0.000
H -3.047 -3.480 -6.794 0.147 0.113 -0.232 0.000
H -5.770 -3.488 -7.944 -0.692 0.476 -0.583 0.000
H -4.681 -4.650 -8.418 0.933 -0.160 -0.216 0.000
H -6.134 -2.662 -10.146 -0.373 -0.205 -0.267 0.000
H -5.085 -3.897 -10.878 0.359 -0.249 0.349 0.000
H -4.808 -2.168 -11.167 0.261 -0.081 0.135 0.000
H -3.695 -1.550 -5.676 0.355 -0.282 0.048 0.000
H -5.164 -1.619 -6.247 -0.365 0.335 -0.179 0.000
C -4.501 5.738 1.542 -0.709 0.568 -0.477 0.000
C -3.438 5.371 0.530 0.199 1.822 -0.021 0.000
C -3.270 6.404 -0.662 -0.833 -0.140 0.359 0.000
O -3.314 7.802 -0.215 -0.440 -0.486 -0.104 0.000
C -3.255 8.821 -1.234 0.462 -1.436 -1.043 0.000
N -2.152 5.312 1.194 0.669 -0.951 0.680 0.000
H -5.441 5.864 1.004 -0.264 0.199 0.232 0.000
H -4.246 6.667 2.051 -0.148 0.036 0.010 0.000
H -4.649 4.942 2.272 0.162 -0.031 0.020 0.000
H -3.781 4.386 0.214 0.689 0.003 -0.897 0.000
H -4.047 6.122 -1.372 -0.540 0.741 -0.200 0.000
H -2.346 6.188 -1.197 0.359 0.149 0.296 0.000
H -4.086 8.833 -1.940 -0.652 -0.338 0.343 0.000
H -2.423 8.575 -1.893 0.485 0.192 -0.008 0.000
H -3.139 9.856 -0.915 0.067 -0.449 0.938 0.000
H -2.160 4.463 1.740 0.335 -0.588 -0.046 0.000
H -2.180 5.977 1.954 0.197 0.709 -0.091 0.000
C 1.845 -4.068 5.816 -0.772 -0.867 -0.118 0.000
C 3.270 -4.389 5.436 -0.276 0.171 0.903 0.000
C 3.443 -4.658 3.933 0.650 -0.147 1.352 0.001
O 4.823 -4.881 3.680 0.359 -0.177 -0.725 0.000
C 5.281 -6.225 3.763 0.021 0.155 0.302 0.000
N 4.091 -3.293 5.952 0.182 0.029 -0.795 0.000
H 1.216 -4.921 5.560 -0.244 0.017 -0.295 0.000
H 1.457 -3.189 5.301 0.027 0.110 -0.023 0.000
H 1.688 -3.964 6.890 0.403 0.303 -0.008 0.000
H 3.566 -5.257 6.025 0.071 -0.367 -0.250 0.000
H 3.160 -3.741 3.416 -0.113 -0.151 -0.376 0.000
H 2.856 -5.529 3.641 -0.231 0.080 -0.279 0.000
H 5.132 -6.637 4.761 -0.059 -0.035 0.156 0.000
H 6.351 -6.239 3.558 -0.049 0.260 0.040 0.000
H 4.823 -6.908 3.048 -0.369 0.172 -0.206 0.000
H 3.695 -2.461 5.537 -0.176 0.593 0.169 0.000
H 4.982 -3.358 5.481 0.564 -0.131 0.141 0.000
C 5.953 -4.741 -3.051 -0.375 -0.096 1.297 0.000
C 4.481 -4.332 -2.745 2.034 -0.816 -0.553 -0.001
O 4.011 -3.754 -3.932 -1.084 1.019 -0.356 0.000
H 6.361 -5.278 -2.195 0.019 -0.399 -0.063 0.000
H 6.653 -3.916 -3.183 -0.410 0.303 -0.268 0.000
H 5.972 -5.380 -3.934 0.091 -0.072 0.062 0.000
H 4.423 -3.642 -1.904 -0.168 0.179 -0.285 -0.002
H 3.912 -5.231 -2.508 -0.110 -0.019 0.209 0.000
H 4.082 -4.423 -4.618 -0.040 0.007 -0.082 -0.001
C -2.041 -7.035 0.398 -0.721 0.910 1.178 0.000
C -2.353 -7.881 1.631 0.113 -0.838 -0.796 0.000
O -3.692 -8.299 1.555 -1.277 0.016 -0.444 0.000
H -2.183 -7.554 -0.550 0.333 -0.140 0.225 0.000
H -1.082 -6.532 0.525 0.259 -0.392 -0.355 0.000
H -2.757 -6.213 0.429 -0.188 0.108 -0.267 0.000
H -2.253 -7.369 2.587 0.751 0.242 -0.115 0.000
H -1.764 -8.795 1.551 0.627 0.090 0.553 0.000
H -3.874 -8.971 2.216 0.103 0.013 0.030 0.000
```
Forces are in eV/Å.

Summary:
Spin multiplicity: 3
HOMO (spin up / spin down) in Ha: -0.3698 / -0.3207
HOMO-LUMO gap (spin up / spin down) in eV: 4.38 / 2.62
⟨S²⟩: 2.374
Net charge: +1

---

Computed, not measured: 9 unconnected molecules or ions with the total composition C29H79N3O17 at a distorted geometry, with wB97M-V/def2-TZVPD.

The geometry in XYZ format:
```
128
Properties=species:S:1:pos:R:3:forces:R:3:mulliken_charge:R:1
C 7.834 9.932 6.605 0.037 0.362 0.309 -0.831
O 8.369 10.516 7.818 -1.077 -1.276 -0.066 -0.212
C 8.032 9.683 8.973 1.142 0.153 -0.327 0.032
C 9.037 8.458 9.065 0.047 0.500 0.472 -0.807
N 10.445 8.847 8.808 -0.422 -0.502 0.427 -0.462
C 10.984 9.671 9.888 1.143 0.195 0.169 -0.669
C 12.224 10.485 9.511 -0.846 -0.913 -1.033 0.027
O 11.855 11.302 8.410 0.384 0.262 0.054 -0.059
C 13.003 11.964 7.911 0.415 0.135 0.919 -0.458
H 6.730 9.929 6.534 0.338 0.470 0.350 0.297
H 8.108 8.894 6.488 0.416 -0.451 0.138 0.347
H 8.264 10.480 5.772 -0.096 0.189 -0.030 0.267
H 6.976 9.413 8.930 0.023 -0.377 -0.163 0.522
H 8.125 10.338 9.837 0.232 0.035 0.044 -0.384
H 8.697 7.658 8.395 0.364 0.254 -0.128 0.295
H 9.067 7.993 10.067 -0.537 0.376 -0.229 0.428
H 10.422 9.457 8.018 0.145 0.337 -0.831 0.428
H 11.337 9.094 10.760 -0.693 -0.128 -0.170 0.401
H 10.270 10.426 10.162 -0.540 0.317 0.746 0.347
H 13.073 9.844 9.234 -0.098 -0.134 -0.116 0.512
H 12.548 11.069 10.358 -0.025 0.402 0.342 -0.545
H 12.713 12.716 7.177 -0.072 -0.402 -0.082 -0.095
H 13.691 11.196 7.509 -0.066 0.505 -0.128 0.446
H 13.510 12.506 8.758 -0.254 -0.352 -0.650 0.056
C 15.094 10.472 11.685 -0.662 0.543 -0.039 -0.994
O 13.819 10.136 12.238 0.725 -0.279 -1.535 -0.184
C 13.824 10.124 13.623 1.045 0.736 0.259 -0.498
C 12.458 9.859 14.101 -1.502 -0.283 -0.717 -0.778
N 11.510 10.881 13.699 0.188 0.950 1.124 0.065
C 10.147 10.545 14.048 -0.007 -0.753 -1.401 -0.777
C 9.101 11.556 13.586 0.797 -0.332 0.720 -0.551
O 9.167 11.707 12.211 -0.378 0.063 -1.417 -0.025
C 8.369 12.815 11.744 1.131 -0.342 0.754 -0.322
H 15.870 9.725 11.838 -0.041 -0.262 0.346 0.410
H 15.449 11.463 12.022 -0.122 -0.329 0.211 0.406
H 14.922 10.562 10.626 0.015 -0.043 -0.526 0.202
H 14.236 11.108 13.897 -0.216 -0.156 0.752 0.268
H 14.471 9.333 13.987 0.427 -0.193 0.248 0.420
H 12.436 9.703 15.169 0.006 0.135 0.437 0.470
H 12.123 8.920 13.631 0.266 -0.349 0.210 0.369
H 11.609 11.090 12.731 -0.038 0.003 -0.815 -0.146
H 10.135 10.470 15.130 -0.441 -0.349 0.153 0.443
H 9.880 9.565 13.524 0.016 0.674 0.969 0.323
H 9.294 12.528 14.012 0.059 0.506 0.684 0.310
H 8.139 11.181 13.947 -0.323 0.132 -0.163 0.310
H 8.786 13.737 12.166 -0.194 0.065 0.051 -0.114
H 7.351 12.678 12.089 -0.408 0.095 -0.235 0.479
H 8.475 12.886 10.667 -0.284 -0.268 -0.075 -0.088
C 14.073 17.514 13.041 -0.317 -0.053 -0.960 -0.620
O 13.430 18.681 12.478 0.535 -0.418 1.030 -0.033
C 13.664 19.770 13.392 -0.617 0.186 0.012 -0.307
C 13.628 21.116 12.669 0.440 -0.760 -0.602 -1.244
N 12.355 21.569 12.182 -0.318 0.355 -0.446 -0.321
C 11.730 20.708 11.131 1.531 0.815 0.508 0.734
C 10.401 21.226 10.737 -0.700 -0.218 -0.368 -0.918
O 9.459 20.903 11.738 -0.841 0.240 0.471 -0.195
C 8.234 21.611 11.503 0.347 -0.691 -0.177 -0.919
H 13.905 17.479 14.103 0.036 -0.055 0.557 0.469
H 15.146 17.525 12.808 -0.070 0.150 0.168 0.394
H 13.653 16.588 12.629 -0.084 0.414 -0.155 -0.228
H 14.636 19.621 13.844 0.455 0.137 0.131 0.583
H 12.927 19.758 14.234 0.258 -0.114 -0.557 0.204
H 14.247 21.003 11.786 0.391 -0.144 -0.279 0.378
H 14.158 21.868 13.258 -0.424 0.100 0.260 0.443
H 11.738 21.732 12.966 -0.438 -0.164 -0.152 0.313
H 11.709 19.703 11.503 -0.531 -0.694 -0.084 -0.738
H 12.384 20.680 10.231 -0.154 0.259 0.574 0.162
H 10.081 20.824 9.772 -0.028 -0.512 -0.038 0.414
H 10.406 22.291 10.558 0.342 0.679 0.277 0.552
H 8.077 21.585 10.434 -0.374 0.205 -0.484 0.371
H 8.309 22.648 11.823 -0.014 0.118 0.156 0.314
H 7.364 21.113 11.959 0.618 0.078 0.194 0.230
O 16.379 14.182 11.145 -0.487 0.082 0.383 -0.394
C 17.184 13.686 10.092 1.717 0.902 1.672 -0.445
C 18.504 13.092 10.563 0.815 -0.103 -0.161 -0.475
O 19.205 13.999 11.400 -1.928 1.290 -0.676 -0.546
H 16.743 15.010 11.496 0.126 -0.430 -0.197 0.228
H 16.655 12.900 9.633 -0.814 -0.620 -1.005 0.296
H 17.493 14.499 9.475 -0.391 0.587 -1.119 0.427
H 19.137 12.924 9.670 -0.461 -0.290 0.154 0.326
H 18.307 12.151 11.056 0.107 -0.408 0.355 0.313
H 19.940 13.634 11.842 1.150 -1.000 0.553 0.299
O 9.777 17.847 9.541 1.008 -1.729 -0.090 -0.562
C 11.022 17.276 10.067 -0.470 0.903 -0.105 0.460
C 10.886 16.890 11.507 -1.139 -0.263 0.168 2.009
O 9.681 16.080 11.678 0.521 0.672 -0.088 -0.694
H 9.482 17.107 8.960 -0.191 0.719 0.330 0.418
H 11.332 16.367 9.575 -0.154 -0.069 -0.834 -0.583
H 11.797 18.028 9.958 0.224 0.066 -0.010 0.453
H 10.892 17.771 12.154 -0.126 -0.238 0.163 -1.107
H 11.656 16.195 11.746 0.948 -0.116 0.453 -0.855
H 9.013 16.613 11.235 -0.496 0.132 -0.071 0.396
O 11.762 15.763 14.821 -0.887 -0.738 0.092 -0.505
C 10.402 16.271 14.878 -0.101 -0.125 -0.622 0.299
C 10.455 17.800 14.920 -0.262 0.568 0.245 -0.113
O 9.187 18.355 14.503 0.668 -0.219 0.217 -0.606
H 11.720 14.780 14.777 -0.006 1.044 0.041 0.261
H 9.822 16.020 13.962 0.576 -0.025 0.418 -0.172
H 9.820 15.847 15.720 0.492 0.282 -0.097 0.368
H 11.306 18.192 14.336 -0.397 -0.387 -0.207 -0.369
H 10.636 18.209 15.926 -0.234 -0.378 -0.140 0.470
H 9.139 18.389 13.539 0.181 -0.034 0.136 0.353
O 9.889 12.684 6.414 -0.734 -0.026 0.580 -0.575
C 9.175 13.718 7.139 0.876 0.044 -1.215 -0.866
C 9.876 13.959 8.457 -0.273 -0.263 0.109 2.824
O 9.260 15.039 9.145 -0.117 -0.062 -0.234 -0.715
H 9.854 11.877 6.943 -0.001 -0.079 0.132 0.263
H 9.415 14.542 6.465 -0.642 0.539 0.327 0.372
H 8.074 13.587 7.221 0.704 -0.236 0.008 0.240
H 10.926 14.165 8.210 -0.064 -0.023 0.325 -0.865
H 9.806 13.038 9.053 0.261 0.097 -0.041 -0.757
H 9.546 15.064 10.074 0.016 -0.077 -0.092 0.214
O 14.435 16.809 7.589 0.182 0.286 -0.276 -0.636
C 13.694 15.597 7.475 -0.605 0.017 1.820 0.679
C 12.843 15.474 6.232 0.142 1.127 0.243 -0.441
O 11.799 16.460 6.414 -0.102 -0.408 -0.957 -0.509
H 13.994 17.509 8.098 -0.216 -0.734 -0.394 0.345
H 14.431 14.797 7.574 -0.074 -0.110 -0.322 0.262
H 13.024 15.502 8.372 0.463 -0.082 -0.732 -0.598
H 12.426 14.468 6.118 0.021 0.082 0.049 0.268
H 13.485 15.720 5.376 -0.280 -0.040 -0.093 0.424
H 11.326 16.592 5.568 0.428 -0.154 0.701 0.268
C 13.040 13.462 11.893 -0.926 -0.672 -0.854 0.172
O 13.404 14.329 10.833 0.081 -0.174 -0.343 -0.032
H 13.306 12.399 11.794 0.582 0.376 -0.307 -0.837
H 13.420 13.828 12.814 0.147 0.297 1.111 0.567
H 11.944 13.390 11.891 0.108 0.508 0.272 0.055
H 14.370 14.400 10.786 -0.019 -0.139 0.174 0.008
```
Forces are in eV/Å.

Summary:
SMILES: COCCNCCOC.COCCNCCOC.COCCNCCOC.OCCO.OCCO.OCCO.OCCO.OCCO.CO
HOMO in Ha: -0.3088
HOMO-LUMO gap in eV: 8.83